Entry 1:
C32H27IrN6O | wB97M-V/def2-TZVPD

The total charge is +1. Its HOMO-LUMO gap (spin up / spin down) is 7.42 / 6.37 eV. Its expectation value of S² is 0.7568. The multiplicity is 2. The calculation puts the energy relative to the best compared isomer or geometry (same formula, charge and spin) at 3.3 kJ/mol. The HOMO energy (spin up / spin down) comes out at -10.912 / -10.981 eV. For the LUMO energy (spin up / spin down), the calculation gives -0.1284 / -0.1695 Ha.

Last column: natural (NBO) charge in e.
Element x y z (Å)
Ir 0.07 -0.07 -0.42  1.25
C 0.25 2.37 -3.95  -0.26
C 0.18 3.68 -3.47  -0.13
C -0.13 3.88 -2.15  -0.22
C -0.33 2.79 -1.29  0.39
N -0.11 1.53 -1.73  -0.46
C 0.10 1.35 -3.06  0.07
N -0.85 3.11 -0.06  -0.51
C -1.22 2.28 0.84  0.47
N -1.04 0.92 0.89  -0.58
C -1.44 0.45 2.13  0.49
N -1.29 -0.71 2.64  -0.51
C -0.56 -1.74 2.09  0.38
C -0.51 -2.90 2.88  -0.22
C 0.18 -4.01 2.47  -0.13
C 0.82 -3.97 1.24  -0.25
C 0.74 -2.82 0.50  0.06
N 0.08 -1.71 0.90  -0.45
C -2.07 1.57 2.86  -0.11
C -2.66 1.63 4.11  -0.15
C -3.10 2.87 4.54  -0.19
C -2.94 4.01 3.75  -0.18
C -2.34 3.94 2.50  -0.18
C -1.91 2.70 2.08  -0.02
H 0.41 2.16 -4.99  0.24
H 0.32 4.53 -4.13  0.24
H -0.28 4.86 -1.73  0.25
H 0.13 0.33 -3.40  0.21
H -1.04 -2.86 3.82  0.25
H 0.21 -4.90 3.09  0.24
H 1.38 -4.81 0.86  0.24
H 1.23 -2.76 -0.46  0.21
H -2.76 0.74 4.71  0.24
H -3.57 2.96 5.51  0.23
H -3.30 4.96 4.12  0.23
H -2.20 4.82 1.88  0.24
C 3.47 -1.11 -2.92  -0.24
C 2.94 -2.02 -3.82  -0.12
C 1.61 -2.40 -3.70  -0.24
C 0.83 -1.85 -2.69  0.21
N 1.38 -0.98 -1.81  -0.46
C 2.66 -0.60 -1.93  0.06
C -0.60 -2.06 -2.49  -0.10
C -1.37 -2.95 -3.23  -0.18
C -2.72 -3.08 -2.96  -0.22
C -3.30 -2.32 -1.95  -0.16
C -2.53 -1.44 -1.21  -0.25
C -1.18 -1.28 -1.48  -0.16
H 4.50 -0.78 -2.99  0.24
H 3.55 -2.44 -4.61  0.24
H 1.17 -3.09 -4.40  0.24
H 3.00 0.10 -1.18  0.26
H -0.92 -3.56 -4.01  0.21
H -3.32 -3.78 -3.54  0.23
H -4.36 -2.42 -1.74  0.23
H -3.00 -0.86 -0.42  0.22
C 2.23 1.93 2.37  -0.61
C 2.00 0.50 1.90  0.08
C 3.21 -0.39 2.15  -0.62
O 1.72 0.55 0.52  -0.67
H 2.49 1.95 3.43  0.22
H 1.33 2.53 2.23  0.21
H 3.04 2.39 1.80  0.22
H 1.15 0.10 2.46  0.16
H 4.07 -0.02 1.59  0.21
H 3.01 -1.41 1.83  0.21
H 3.47 -0.41 3.21  0.22



Entry 2:
C32H27MoNO8P | wB97M-V/def2-TZVPD

Its HOMO-LUMO gap (spin up / spin down) is 7.56 / 8.79 eV. Its expectation value of S² is 3.7609. The multiplicity is 4. The calculation puts the energy relative to the best compared isomer or geometry (same formula, charge and spin) at 12.2 kJ/mol. The HOMO energy (spin up / spin down) comes out at -7.597 / -8.925 eV. For the LUMO energy (spin up / spin down), the calculation gives -0.0014 / -0.0050 Ha.

Last column: natural (NBO) charge in e.
Element x y z (Å)
Mo 0.23 -0.17 0.13  1.31
O -0.27 -0.24 -4.03  -0.62
C -0.51 -0.08 -2.85  0.80
O 0.39 0.04 -1.92  -0.79
C -1.96 0.03 -2.35  -0.35
C -2.11 1.15 -1.31  0.08
C -3.57 1.53 -1.12  -0.43
C -4.14 0.26 -0.45  -0.42
C -2.88 -0.58 -0.23  0.10
O -1.86 0.44 -0.05  -0.54
C -2.44 -1.23 -1.55  -0.36
C -1.36 -2.30 -1.30  0.80
O -1.35 -3.33 -1.93  -0.62
O -0.50 -2.03 -0.35  -0.78
H -2.59 0.20 -3.22  0.24
H -1.41 1.98 -1.39  0.26
H -3.63 2.39 -0.46  0.24
H -4.05 1.78 -2.07  0.22
H -4.63 0.49 0.50  0.22
H -4.85 -0.27 -1.08  0.22
H -2.89 -1.24 0.63  0.23
H -3.25 -1.74 -2.06  0.25
O -1.11 3.36 0.79  -0.63
C -0.37 2.54 1.30  0.79
O 0.52 1.84 0.65  -0.76
C -0.42 2.34 2.81  -0.16
C -0.80 3.45 3.57  -0.17
C -0.83 3.38 4.95  -0.20
C -0.48 2.20 5.59  -0.21
C -0.12 1.09 4.85  -0.21
C -0.10 1.15 3.46  -0.23
P 0.45 -0.33 2.53  0.99
C 2.19 -0.41 3.08  -0.34
C 3.05 0.56 2.56  -0.12
C 4.38 0.59 2.95  -0.23
C 4.86 -0.34 3.86  -0.20
C 4.01 -1.29 4.40  -0.21
C 2.67 -1.32 4.01  -0.20
C -0.40 -1.74 3.29  -0.37
C -1.60 -1.60 3.99  -0.14
C -2.31 -2.72 4.39  -0.23
C -1.85 -3.99 4.07  -0.20
C -0.67 -4.14 3.35  -0.20
C 0.04 -3.02 2.94  -0.18
H -1.07 4.36 3.05  0.24
H -1.11 4.25 5.52  0.22
H -0.49 2.15 6.68  0.22
H 0.15 0.17 5.35  0.22
H 2.68 1.28 1.85  0.23
H 5.04 1.34 2.54  0.21
H 5.90 -0.32 4.16  0.21
H 4.37 -2.01 5.12  0.22
H 2.01 -2.06 4.45  0.22
H -1.97 -0.61 4.24  0.22
H -3.23 -2.60 4.94  0.22
H -2.41 -4.86 4.38  0.22
H -0.32 -5.13 3.08  0.22
H 0.93 -3.13 2.34  0.23
O 2.25 -0.71 -0.03  -0.57
N 2.74 -1.19 -1.17  0.07
C 3.86 -0.63 -1.64  0.04
C 4.42 -1.08 -2.81  -0.23
C 3.81 -2.10 -3.52  -0.15
C 2.65 -2.66 -3.01  -0.20
C 2.13 -2.19 -1.82  0.05
H 4.25 0.18 -1.04  0.24
H 5.32 -0.61 -3.18  0.24
H 4.23 -2.46 -4.45  0.23
H 2.12 -3.44 -3.52  0.25
H 1.21 -2.56 -1.38  0.28



Entry 3:
C32H27N10O3STeW | wB97M-V/def2-TZVPD

Its HOMO-LUMO gap (spin up / spin down) is 5.74 / 6.19 eV. Its expectation value of S² is 0.7731. The multiplicity is 2. The calculation puts the energy relative to the best compared isomer or geometry (same formula, charge and spin) at 147.6 kJ/mol. The HOMO energy (spin up / spin down) comes out at -5.919 / -6.889 eV. For the LUMO energy (spin up / spin down), the calculation gives -0.0067 / -0.0255 Ha.

Last column: Löwdin charge in e.
Element x y z (Å)
W -0.02 -0.55 0.63  1.64
O 3.11 0.10 -2.62  0.06
C 2.31 0.50 -3.65  -0.25
C 2.87 0.88 -4.86  -0.03
C 2.08 1.29 -5.92  -0.08
C 0.70 1.32 -5.77  -0.09
C 0.14 0.95 -4.57  -0.03
C 0.92 0.53 -3.49  -0.07
C 0.23 0.19 -2.22  -0.46
O 0.94 -0.18 -1.20  -0.31
N -1.05 0.28 -2.15  0.09
N -1.45 -0.20 -0.90  -0.22
C -2.68 -0.72 -0.95  -0.13
C -3.02 -1.53 0.12  -0.30
C -4.27 -2.18 0.25  -0.02
C -4.50 -2.98 1.33  -0.07
C -3.48 -3.12 2.29  -0.06
C -2.29 -2.47 2.10  -0.13
N -2.03 -1.69 1.04  -0.06
H 4.02 0.14 -2.91  0.11
H 3.95 0.85 -4.97  0.11
H 2.54 1.58 -6.85  0.10
H 0.07 1.65 -6.59  0.10
H -0.93 0.98 -4.42  0.11
H -3.29 -0.56 -1.83  0.13
H -5.02 -2.02 -0.52  0.12
H -5.45 -3.49 1.45  0.11
H -3.61 -3.73 3.17  0.10
H -1.51 -2.56 2.84  0.10
N -3.15 1.46 1.22  0.20
C -2.52 1.12 2.35  -0.45
N -3.10 1.44 3.51  0.19
C -2.42 1.11 4.60  -0.43
N -2.99 1.37 5.79  0.17
N -1.20 0.54 4.63  0.22
C -0.73 0.26 3.45  -0.25
N -1.35 0.47 2.28  0.01
C 0.63 -0.38 3.17  -0.55
C 1.54 -0.53 4.34  -0.01
C 2.07 -1.72 4.63  -0.08
C 1.75 -2.89 3.84  -0.09
C 0.92 -2.76 2.79  -0.20
N 0.30 -1.59 2.45  -0.14
H -3.93 2.07 1.30  0.12
H -2.60 1.45 0.36  0.04
H -3.86 1.87 5.82  0.11
H -2.46 1.20 6.63  0.11
H 1.77 0.37 4.90  0.11
H 2.75 -1.81 5.46  0.10
H 2.16 -3.86 4.08  0.09
H 0.67 -3.61 2.16  0.08
O 1.12 0.42 2.12  -0.50
N 2.01 -1.39 0.47  -0.13
C 3.20 -0.90 0.77  -0.07
C 4.34 -1.61 0.44  -0.05
C 4.21 -2.83 -0.21  -0.05
C 2.96 -3.32 -0.53  -0.06
C 1.86 -2.56 -0.17  -0.70
S 0.17 -2.87 -0.39  0.77
H 3.21 0.05 1.28  0.12
H 5.31 -1.21 0.70  0.11
H 5.10 -3.40 -0.48  0.11
H 2.83 -4.26 -1.05  0.11
Te 0.41 2.34 0.47  1.19
C 0.15 3.16 -1.47  -0.62
C -1.12 3.50 -1.95  -0.16
C -1.26 4.11 -3.19  -0.09
C -0.13 4.41 -3.95  -0.10
C 1.13 4.09 -3.47  -0.10
C 1.27 3.46 -2.24  -0.16
H -1.99 3.27 -1.36  0.08
H -2.25 4.36 -3.56  0.10
H -0.24 4.89 -4.91  0.10
H 2.00 4.31 -4.07  0.10
H 2.25 3.20 -1.87  0.09



Entry 4:
C32H28AlBeBrClCsF4O13S | wB97M-V/def2-TZVPD

Its HOMO-LUMO gap is 1.04 eV. The HOMO energy comes out at -5.523 eV. For the LUMO energy, the calculation gives -0.1648 Ha.

Last column: Löwdin charge in e.
Element x y z (Å)
O -0.38 1.44 3.79  -0.37
S -0.38 0.86 2.37  0.75
O 0.26 1.82 1.41  -0.29
O 0.39 -0.62 2.50  -0.28
C -0.03 -1.55 1.46  -0.21
C -1.61 -1.90 1.46  -0.16
C -2.48 -0.98 2.48  -0.19
C -2.21 0.56 1.99  -0.67
Cl -3.31 1.78 2.80  0.62
H 0.52 -2.55 1.68  0.13
H 0.32 -1.26 0.40  0.15
H -1.83 -3.02 1.57  0.12
H -2.00 -1.61 0.40  0.12
H -3.59 -1.25 2.51  0.13
H -1.96 -1.05 3.51  0.10
H -2.33 0.65 0.85  0.08
C 2.10 4.01 -1.78  -0.05
C 2.57 2.75 -1.09  -0.21
O 3.19 1.86 -2.03  0.00
C 4.48 2.12 -2.33  -0.43
O 5.12 3.03 -1.86  0.13
C 5.03 1.07 -3.30  -0.59
F 4.17 0.80 -4.31  0.11
F 5.27 -0.12 -2.68  -0.06
F 6.19 1.44 -3.88  -0.30
H 1.44 3.77 -2.62  0.08
H 1.56 4.66 -1.09  0.08
H 2.94 4.58 -2.19  0.09
H 1.72 2.22 -0.67  0.10
H 3.25 2.98 -0.26  0.09
Be 6.21 -0.07 -0.62  0.48
Br 6.81 0.43 -5.57  0.00
C -0.14 -0.76 7.31  -0.03
C 0.06 -1.85 8.15  -0.06
C 0.21 -3.13 7.61  -0.08
C 0.18 -3.30 6.23  -0.19
C -0.01 -2.21 5.39  -0.07
C -0.17 -0.94 5.93  -0.04
H -0.26 0.23 7.73  0.12
H 0.08 -1.71 9.23  0.11
H 0.36 -3.98 8.27  0.11
H 0.31 -4.30 5.81  -0.22
H -0.02 -2.36 4.31  0.09
H -0.32 -0.09 5.27  0.08
C -3.31 1.26 -1.73  -0.12
C -2.18 1.19 -2.54  -0.09
C -2.15 0.31 -3.62  -0.08
C -3.25 -0.50 -3.89  -0.08
C -4.38 -0.43 -3.07  -0.09
C -4.41 0.45 -1.99  -0.10
H -3.33 1.94 -0.88  0.09
H -1.33 1.83 -2.33  0.10
H -1.27 0.26 -4.25  0.11
H -3.23 -1.18 -4.73  0.09
H -5.24 -1.06 -3.29  0.10
H -5.29 0.49 -1.36  0.10
F 5.54 3.59 -4.64  -0.60
Cs 8.70 1.38 -7.38  0.79
C -5.79 -2.68 -7.87  0.17
C -4.75 -2.85 -7.00  -0.36
C -5.15 -3.49 -5.68  -0.33
O -4.36 -3.80 -4.80  0.10
C -6.58 -3.76 -5.44  0.16
C -7.63 -3.58 -6.31  -0.36
C -7.21 -3.03 -7.67  -0.32
O -7.98 -2.87 -8.60  0.12
O -8.84 -3.80 -6.10  0.11
O -3.55 -2.55 -7.17  0.11
H -5.60 -2.24 -8.84  0.14
H -6.78 -4.15 -4.45  0.14
Al 1.00 -5.87 5.15  1.12
C 4.60 2.25 2.40  0.18
C 5.36 1.43 3.20  -0.36
C 5.47 1.92 4.64  -0.33
O 6.04 1.30 5.53  0.10
C 4.86 3.21 4.99  0.15
C 4.10 4.03 4.18  -0.36
C 3.91 3.50 2.77  -0.30
O 3.21 4.03 1.93  0.13
O 3.58 5.13 4.48  0.10
O 5.95 0.38 2.88  0.05
H 4.46 1.97 1.36  0.11
H 5.04 3.51 6.01  0.14



Entry 5:
C32H28BrF12IrN3O3SSe | wB97M-V/def2-TZVPD

The total charge is -1. Its HOMO-LUMO gap is 6.28 eV. The calculation puts the energy relative to the best compared isomer or geometry (same formula, charge and spin) at 280.5 kJ/mol. The HOMO energy comes out at -4.108 eV. For the LUMO energy, the calculation gives 0.0796 Ha.

Last column: Löwdin charge in e.
Element x y z (Å)
Ir -0.35 -0.31 0.45  0.86
C 5.64 1.06 -3.01  -0.06
C 4.23 0.69 -2.64  -0.28
C 3.15 1.00 -3.47  -0.05
C 1.86 0.70 -3.07  -0.01
C 1.59 0.07 -1.84  -0.24
N 0.27 -0.07 -1.46  -0.11
C -0.65 -0.67 -2.28  -0.34
C -0.62 -1.93 -2.76  0.01
C -1.74 -2.55 -3.44  -0.04
C -3.04 -2.34 -3.15  -0.26
C -4.12 -3.14 -3.83  -0.06
C -3.48 -1.42 -2.11  0.05
C -2.84 -0.29 -1.82  -0.18
C -3.07 0.77 -0.76  -0.38
O -2.12 0.82 0.20  -0.34
C -3.22 2.14 -1.55  -0.44
F -3.91 3.05 -0.84  0.08
F -1.66 3.82 -0.66  -0.40
F -3.96 1.90 -2.67  0.08
C -4.42 0.51 -0.02  -0.54
F -4.39 -0.70 0.57  0.14
F -4.65 1.40 0.96  0.14
F -5.49 0.53 -0.84  0.14
C 2.67 -0.33 -1.05  -0.07
C 3.96 0.02 -1.46  0.00
C 2.49 -1.29 0.13  -0.35
O 1.23 -1.51 0.62  -0.35
C 3.38 -0.87 1.35  -0.54
F 3.31 0.46 1.56  0.08
F 2.99 -1.46 2.48  0.16
F 4.70 -1.16 1.20  0.12
C 2.96 -2.70 -0.36  -0.54
F 2.15 -3.15 -1.33  0.15
F 2.93 -3.60 0.63  0.16
F 4.21 -2.72 -0.87  0.13
H 5.72 1.26 -4.08  0.07
H 6.34 0.26 -2.76  0.07
H 5.97 1.96 -2.48  0.07
H 3.32 1.49 -4.42  0.10
H 1.02 0.97 -3.70  0.10
H 0.26 -2.53 -2.56  0.11
H -1.51 -3.34 -4.15  0.10
H -3.70 -3.86 -4.52  0.07
H -4.81 -2.48 -4.38  0.08
H -4.72 -3.67 -3.09  0.08
H -4.37 -1.68 -1.55  0.12
H 4.81 -0.28 -0.85  0.12
C -0.22 4.18 -2.48  -0.21
S -1.43 2.81 -2.17  1.14
O -1.78 0.09 -2.63  -0.05
C -2.04 3.03 -3.88  -0.39
C -1.67 2.17 -4.91  -0.06
C -2.08 2.43 -6.21  -0.08
C -2.87 3.53 -6.49  -0.10
C -3.25 4.39 -5.46  -0.08
C -2.83 4.14 -4.16  -0.09
H 0.27 3.90 -3.42  0.05
H 0.51 4.14 -1.67  0.02
H -0.67 5.16 -2.56  0.05
H -1.09 1.29 -4.68  0.10
H -1.79 1.75 -7.00  0.10
H -3.20 3.73 -7.50  0.10
H -3.87 5.25 -5.67  0.10
H -3.13 4.80 -3.36  0.12
Br -1.09 -1.37 2.62  -0.02
C 0.70 4.83 1.06  -0.05
N -0.46 4.25 1.70  -0.14
C -1.51 4.97 2.20  -0.05
C -2.40 4.08 2.69  -0.03
N -1.87 2.83 2.50  -0.08
C -2.44 1.62 3.06  -0.07
C -0.70 2.93 1.86  -0.57
Se 0.62 1.66 1.37  0.85
H 1.44 5.12 1.80  0.10
H 0.38 5.70 0.48  0.10
H 1.13 4.09 0.39  0.03
H -1.55 6.05 2.13  0.12
H -3.36 4.22 3.16  0.12
H -3.40 1.88 3.51  0.09
H -1.77 1.21 3.82  0.06
H -2.57 0.88 2.28  -0.01



Entry 6:
C32H28CaN2O4P2 | wB97M-V/def2-TZVPD

The total charge is +2. Its HOMO-LUMO gap is 7.72 eV. The HOMO energy comes out at -13.886 eV. For the LUMO energy, the calculation gives -0.2264 Ha.

Last column: natural (NBO) charge in e.
Element x y z (Å)
Ca -1.22 -0.88 3.11  1.81
O -2.41 2.75 1.06  -0.73
C -1.92 1.44 1.17  0.34
O -1.36 1.16 2.33  -0.97
C -3.07 0.48 0.82  0.20
C -4.05 0.69 -0.14  -0.19
C -4.99 -0.30 -0.35  -0.12
C -4.94 -1.47 0.41  -0.19
C -3.95 -1.59 1.35  0.05
N -3.03 -0.63 1.54  -0.55
C -3.69 -2.76 2.27  0.81
O -4.54 -3.74 2.37  -0.59
O -2.66 -2.78 2.94  -0.70
H -2.09 3.23 1.83  0.51
H -4.07 1.61 -0.71  0.26
H -5.77 -0.17 -1.09  0.25
H -5.68 -2.25 0.24  0.24
H -5.35 -3.61 1.85  0.51
C 1.39 2.15 1.40  -0.42
N 0.93 0.95 0.63  -1.09
P 1.29 -0.57 1.46  0.93
C 2.88 -0.20 2.24  -0.31
C 2.91 0.06 3.61  -0.22
C 4.10 0.38 4.24  -0.19
C 5.28 0.43 3.50  -0.16
C 5.26 0.16 2.14  -0.19
C 4.06 -0.16 1.51  -0.21
C 1.71 -1.72 0.13  -0.42
C 1.58 -3.07 0.42  -0.15
C 1.90 -4.03 -0.53  -0.21
C 2.33 -3.63 -1.79  -0.18
C 2.47 -2.28 -2.08  -0.19
C 2.16 -1.33 -1.13  -0.21
P -0.50 1.22 -0.20  1.71
C -0.22 2.65 -1.23  -0.48
C -1.26 3.48 -1.63  -0.11
C -1.02 4.50 -2.54  -0.22
C 0.25 4.68 -3.06  -0.14
C 1.30 3.85 -2.67  -0.20
C 1.07 2.83 -1.76  -0.18
C -0.88 -0.15 -1.30  -0.45
C -1.14 -1.43 -0.83  -0.19
C -1.42 -2.47 -1.70  -0.16
C -1.46 -2.23 -3.07  -0.17
C -1.21 -0.95 -3.55  -0.19
C -0.92 0.09 -2.68  -0.17
H 2.47 2.19 1.38  0.23
H 1.03 2.12 2.43  0.21
H 1.00 3.05 0.92  0.23
H 1.99 0.03 4.19  0.19
H 4.12 0.58 5.30  0.24
H 6.21 0.67 3.99  0.24
H 6.17 0.19 1.56  0.24
H 4.06 -0.39 0.45  0.23
H 1.23 -3.39 1.40  0.20
H 1.81 -5.08 -0.29  0.24
H 2.58 -4.38 -2.53  0.24
H 2.81 -1.97 -3.06  0.23
H 2.26 -0.27 -1.37  0.22
H -2.25 3.36 -1.22  0.23
H -1.83 5.15 -2.85  0.24
H 0.44 5.48 -3.77  0.24
H 2.29 3.99 -3.07  0.24
H 1.88 2.18 -1.46  0.23
H -1.10 -1.65 0.23  0.19
H -1.59 -3.47 -1.32  0.22
H -1.68 -3.03 -3.75  0.24
H -1.24 -0.76 -4.62  0.24
H -0.72 1.07 -3.08  0.24